1.
88
Properties=species:S:1:pos:R:3:lowdin_charge:R:1 method="wB97M-V/def2-TZVPD" charge=+2 max_force_ev_per_a=2.32 lumo_ha=-0.273 total_energy_ev=-92971.5319 orbital_gap_ev=4.619 homo_ev=-12.04 e_above_lowest_kj_mol=133.5
W -0.69062 -1.32396 1.05811 1.412
C 0.32328 1.53244 -1.56183 0.014
C -0.40077 0.23867 -1.61456 -0.194
N -1.36574 -0.18050 -0.77586 -0.057
N -2.20991 -1.02462 -1.48947 -0.051
C -2.91225 -1.93735 -0.98068 -1.040
S -2.83941 -2.36660 0.74896 0.584
S -3.99421 -2.93556 -1.87912 0.964
C -4.63922 -1.75402 -3.14582 -0.364
C -5.67797 -0.82311 -2.57546 -0.307
C -6.97070 -1.28446 -2.40973 -0.060
C -7.92352 -0.45793 -1.88631 -0.059
C -7.57457 0.83093 -1.40912 -0.065
C -6.26094 1.26787 -1.49911 -0.081
C -5.34134 0.45032 -2.13730 -0.060
C 0.22180 -0.79566 -2.45003 -0.140
C 0.66719 -0.58523 -3.73750 -0.022
C 1.56924 -1.42868 -4.31629 -0.048
C 2.00510 -2.55523 -3.59300 -0.017
C 1.48653 -2.82844 -2.30051 0.035
C 0.58892 -1.94073 -1.70461 -0.246
O 0.10776 -2.12469 -0.44571 -0.276
H 0.29538 1.86116 -2.63478 0.125
H 1.41120 1.36533 -1.38036 0.085
H -0.16986 2.33377 -1.00658 0.066
H -5.08907 -2.43646 -3.85080 0.076
H -3.80787 -1.23326 -3.64157 0.090
H -7.26159 -2.25269 -2.77929 0.119
H -8.96360 -0.74060 -1.78984 0.111
H -8.34384 1.50716 -1.00923 0.114
H -6.04205 2.29182 -1.18873 0.108
H -4.30726 0.73237 -2.27636 0.097
H 0.33222 0.33165 -4.28105 0.145
H 2.02382 -1.28138 -5.32985 0.138
H 2.76387 -3.19559 -4.00339 0.112
H 1.76767 -3.70876 -1.78243 0.116
I -0.64100 -3.99736 2.50175 1.267
C 1.13576 -3.47637 3.54363 -0.534
C 1.73598 -4.24176 4.49544 -0.078
C 2.91514 -3.76143 5.11304 -0.025
C 3.52475 -2.61896 4.67966 0.008
C 2.89409 -1.89815 3.66791 -0.155
C 3.56882 -0.76326 3.14364 0.022
C 3.08418 -0.05555 2.09628 -0.087
C 1.78513 -0.34635 1.63243 -0.118
C 1.10790 -1.41029 2.14559 -0.262
C 1.65991 -2.26674 3.11676 -0.257
H 1.36411 -5.18939 4.82661 0.114
H 3.33698 -4.27849 5.93978 0.115
H 4.41639 -2.19083 5.14994 0.140
H 4.54855 -0.50075 3.57829 0.144
H 3.64925 0.75813 1.62802 0.091
H 1.41308 0.25957 0.81122 0.086
C 5.22096 2.35323 -3.03046 -0.037
N 5.88684 1.09885 -2.81982 -0.112
C 6.98788 0.70277 -3.59594 -0.042
C 7.20525 -0.55623 -3.30203 -0.062
N 6.20711 -0.98312 -2.40047 0.068
C 5.36233 0.01896 -2.13197 -0.800
S 4.06458 -0.05306 -1.06168 0.606
H 4.55763 2.37610 -3.88887 0.097
H 5.95746 3.13205 -3.14314 0.097
H 4.62401 2.55430 -2.16581 0.057
H 7.56895 1.29388 -4.26887 0.131
H 7.90356 -1.23188 -3.71776 0.115
H 6.06062 -1.93607 -2.09901 0.151
C 0.51187 3.67187 2.52102 -0.081
N -0.49041 3.90180 1.50479 -0.235
C -1.46938 4.93533 1.80702 -0.084
C -1.09299 2.64175 1.08473 -0.184
C -1.70796 1.68471 2.11502 -0.156
C -2.52363 2.12898 3.14243 0.011
C -3.05361 1.24135 4.07074 -0.016
C -2.75834 -0.10923 4.05199 -0.009
C -1.79821 -0.51392 3.09537 -0.232
C -1.34528 0.33493 2.14175 -0.243
H 1.00359 4.62436 2.74457 0.101
H 1.22167 2.92996 2.17455 0.076
H 0.13373 3.28623 3.47569 0.088
H -1.03182 5.92445 1.70082 0.093
H -1.84400 4.86299 2.83702 0.074
H -2.37334 4.86619 1.22134 0.089
H -0.25623 2.04412 0.69294 0.065
H -1.79992 2.82567 0.30183 0.124
H -2.80042 3.16676 3.21872 0.108
H -3.67706 1.59472 4.86482 0.121
H -3.25691 -0.80567 4.68957 0.118
H -1.47517 -1.57711 3.15837 0.003

---

2.
9
Properties=species:S:1:pos:R:3:lowdin_charge:R:1 method="wB97M-V/def2-TZVPD" max_force_ev_per_a=4.84 lumo_ha=-0.005 total_energy_ev=-23751.4678 smiles="C1N=PCS1" orbital_gap_ev=8.771 homo_ev=-8.92 e_above_lowest_kj_mol=112.8
C -0.41127 1.29107 -0.03163 -0.626
N 1.04909 1.09308 -0.08861 -0.383
P 1.60234 -0.38244 -0.05744 0.823
C 0.12429 -1.41589 0.07183 -0.759
S -1.33404 -0.27839 -0.10447 0.723
H -0.61328 1.94824 0.93873 0.115
H -0.57322 1.92827 -0.79429 0.007
H 0.22995 -2.01467 -0.89679 0.026
H -0.07387 -2.16928 0.96267 0.073

---

3.
67
Properties=species:S:1:pos:R:3:lowdin_charge:R:1 method="wB97M-V/def2-TZVPD" max_force_ev_per_a=0.77 lumo_ha=0.003 total_energy_ev=-289817.0169 orbital_gap_ev=9.173 homo_ev=-9.08
C -7.21403 -2.94145 -1.73999 -0.094
C -7.21283 -1.98030 -0.53613 -0.237
C -5.82420 -1.47396 -0.10213 -0.534
F -4.90586 -2.51918 -0.22449 -0.109
P -5.37610 0.03960 -1.07453 1.006
C -4.73714 -0.77734 -2.62184 -0.410
C -3.56693 -0.04696 -3.28544 -0.802
C -2.19645 -0.62073 -2.88495 -0.145
Br -3.77328 -0.13542 -5.23638 0.670
C -3.84985 0.85612 -0.31900 -0.888
Br -3.97387 2.69749 -0.99427 0.710
C -3.74973 0.93524 1.20549 -0.819
C -2.67159 1.91513 1.68492 -0.206
Br -3.26442 -0.81427 1.91086 0.808
H -6.21878 -3.11871 -2.13793 0.055
H -7.63633 -3.90525 -1.46010 0.071
H -7.83147 -2.55706 -2.55311 0.072
H -7.80904 -1.09663 -0.77000 0.088
H -7.68254 -2.46489 0.31940 0.104
H -5.87472 -1.20963 0.95475 0.071
H -4.44048 -1.80410 -2.40724 0.073
H -5.59323 -0.81394 -3.29391 0.051
H -3.58366 1.01765 -3.07955 0.004
H -2.30764 -1.25469 -2.00160 0.074
H -1.51117 0.18502 -2.61407 0.077
H -1.76096 -1.20852 -3.68812 0.056
H -2.90881 0.46627 -0.70112 0.032
H -4.70550 1.24778 1.62764 0.092
H -3.05540 2.93339 1.70375 0.055
H -1.77763 1.84544 1.06514 0.076
H -2.38357 1.65794 2.70342 0.058
C 3.83884 0.19220 3.41922 -0.040
C 3.61876 1.66980 3.07461 -0.435
C 2.95735 2.56970 4.12313 -0.306
F 1.71664 2.13904 4.42165 0.098
F 2.85973 3.81988 3.61883 0.099
F 2.96807 1.78221 1.89452 0.129
F 4.86760 2.19833 2.90645 0.103
O 2.88638 -0.73759 2.93688 0.056
C 1.76365 -1.06735 3.63723 -0.548
C 0.48113 -0.69153 2.88160 -0.297
F 0.46644 0.62665 2.59446 0.088
F -0.58429 -0.96946 3.65975 0.057
F 1.76878 -0.55823 4.88028 0.154
F 1.74216 -2.41499 3.75496 0.145
H 4.74380 -0.06456 2.87518 0.122
H 4.03062 0.05573 4.48388 0.151
H 3.56102 2.60096 5.03365 0.174
H 0.41317 -1.26321 1.95405 0.172
C 4.55099 1.40599 -1.27209 -0.040
C 4.78813 1.49749 -2.78450 -0.444
C 4.22369 0.37852 -3.66618 -0.308
F 4.76027 -0.81278 -3.33614 0.097
F 4.53807 0.64261 -4.95216 0.103
F 6.09895 1.66966 -3.04295 0.141
F 4.12915 2.62354 -3.19055 0.102
O 5.60115 0.88198 -0.48113 0.054
C 5.73631 -0.44694 -0.22291 -0.538
C 7.05915 -1.01972 -0.75143 -0.286
F 7.15842 -0.82652 -2.07775 0.107
F 7.07924 -2.34782 -0.50554 0.103
F 4.68362 -1.16440 -0.63923 0.161
F 5.78733 -0.57380 1.13326 0.119
H 4.46841 2.44117 -0.94496 0.151
H 3.59904 0.92233 -1.04924 0.146
H 3.13602 0.32722 -3.57012 0.172
H 7.89942 -0.54016 -0.24619 0.176

---

4.
19
Properties=species:S:1:pos:R:3:lowdin_charge:R:1 method="wB97M-V/def2-TZVPD" max_force_ev_per_a=4.81 lumo_ha=-0.063 total_energy_ev=-47416.2839 orbital_gap_ev=6.125 homo_ev=-7.84 e_above_lowest_kj_mol=193.4
K 5.67044 0.36201 0.75879 0.962
Cl 2.76298 1.25624 4.83763 0.694
O 3.03344 1.49670 6.30604 -0.381
O 3.46486 2.14473 3.95065 -0.431
O 3.34641 0.00185 4.38024 -0.447
O 1.31133 1.19381 4.38787 -0.406
C -1.87290 -0.11901 -3.37507 -0.020
C -1.77321 0.11427 -1.86621 -0.319
C -2.20107 -1.16117 -1.15944 -0.074
O -0.99855 -1.55503 -0.51556 0.118
C -0.03504 -0.73428 -0.72138 -0.597
O 1.14536 -0.89124 -0.38349 0.101
O -0.47495 0.32003 -1.37654 0.106
H -1.35607 0.64595 -3.95457 0.083
H -2.84482 -0.24257 -3.85279 0.090
H -1.36854 -1.06234 -3.58449 0.088
H -2.29295 0.99979 -1.50038 0.156
H -2.52862 -1.93820 -1.85012 0.135
H -2.98814 -0.83160 -0.48121 0.140

---

5.
21
Properties=species:S:1:pos:R:3:lowdin_charge:R:1 method="wB97M-V/def2-TZVPD" max_force_ev_per_a=1.16 lumo_ha=0.019 total_energy_ev=-13001.0035 smiles="CNCC=O.O.O.O" orbital_gap_ev=9.906 homo_ev=-9.39 e_above_lowest_kj_mol=208.6
C 0.07846 1.70996 2.26221 -0.128
N 0.79464 0.49670 1.90800 -0.112
C 0.26580 -0.25131 0.76190 -0.209
C -0.34752 -1.57151 1.12421 -0.220
O -0.32669 -2.56738 0.45379 0.057
H -0.57320 2.05418 1.44871 0.074
H -0.48584 1.59293 3.17968 0.069
H 0.72884 2.58615 2.34463 0.078
H 1.78012 0.62298 1.75502 0.098
H 1.07421 -0.32708 0.03205 0.109
H -0.48986 0.35292 0.26169 0.096
H -0.81718 -1.50221 2.12861 0.129
O -0.08652 -2.27817 -2.09978 -0.064
H 0.27141 -2.04469 -1.23115 -0.009
H 0.46305 -1.95517 -2.81900 0.040
O -1.78224 0.42890 -1.96079 -0.048
H -1.51037 -0.36370 -2.42128 0.021
H -2.43615 0.20294 -1.29778 0.047
O 1.34690 0.69608 -2.14227 -0.056
H 1.64694 1.50671 -1.72788 0.041
H 0.40520 0.61079 -1.96055 -0.013

---

6.
51
Properties=species:S:1:pos:R:3:lowdin_charge:R:1 method="wB97M-V/def2-TZVPD" charge=+1 max_force_ev_per_a=0.47 lumo_ha=-0.124 total_energy_ev=-67646.0766 orbital_gap_ev=8.653 homo_ev=-12.04 e_above_lowest_kj_mol=0.0
Sr 0.61574 -1.08739 0.17965 1.571
S 4.93272 3.04313 5.22963 1.065
N 3.38448 2.61749 5.33473 -0.204
C 3.03166 2.17741 4.13678 -0.302
C 1.71728 1.68449 3.77056 -0.072
C 0.64956 1.65224 4.67104 0.036
C -0.56609 1.16857 4.24824 -0.015
C -0.66643 0.69604 2.94192 -0.110
N 0.33363 0.71265 2.07002 -0.007
C 1.51695 1.23339 2.46524 -0.143
C 2.60344 1.31328 1.46484 -0.147
N 2.32284 0.91925 0.20485 0.004
C 3.27856 1.01898 -0.70830 -0.111
C 4.56225 1.48973 -0.44116 -0.013
C 4.85853 1.87525 0.84436 0.036
C 3.86372 1.79462 1.82199 -0.071
C 4.07965 2.21971 3.19162 -0.301
N 5.21532 2.68824 3.68554 -0.203
H 0.80559 2.01113 5.67994 0.130
H -1.42259 1.13400 4.90516 0.120
H -1.60366 0.28274 2.58468 0.120
H 3.01181 0.70796 -1.71268 0.118
H 5.29689 1.54324 -1.23107 0.119
H 5.83690 2.24557 1.12111 0.130
F 2.88343 -4.92732 -1.43095 0.179
C 1.97129 -4.03775 -1.10902 -0.650
F 0.79315 -4.39908 -1.62301 0.128
F 2.29961 -2.84880 -1.69466 0.064
S 1.84457 -3.75699 0.73571 0.482
O 2.57450 -2.48641 0.89055 -0.442
O 2.36755 -4.91298 1.36733 -0.220
O 0.40691 -3.47415 0.88945 -0.446
C -1.07459 -2.80379 -6.17901 -0.072
C -2.36322 -2.98736 -5.38144 -0.407
C -2.24589 -4.14402 -4.39243 -0.060
C -2.83800 -1.70996 -4.68727 -0.089
N -1.97001 -1.30902 -3.57295 -0.077
C -0.69944 -0.89569 -3.55769 -0.108
N -0.35124 -0.69490 -2.30839 -0.052
N -1.43819 -0.99836 -1.57145 -0.117
N -2.41143 -1.36709 -2.31390 0.098
H -0.92249 -3.65345 -6.84329 0.089
H -0.20150 -2.76444 -5.52252 0.069
H -1.09904 -1.90271 -6.79564 0.084
H -3.16769 -3.21522 -6.08674 0.142
H -1.45076 -3.96195 -3.66440 0.070
H -2.00134 -5.06720 -4.91616 0.089
H -3.17701 -4.30310 -3.84688 0.087
H -3.81345 -1.87011 -4.23331 0.132
H -2.90775 -0.87118 -5.37906 0.135
H -0.07772 -0.74381 -4.42184 0.141

---

7.
16
Properties=species:S:1:pos:R:3:lowdin_charge:R:1 method="wB97M-V/def2-TZVPD" max_force_ev_per_a=5.00 lumo_ha=0.024 total_energy_ev=-8403.1363 smiles="CC(=O)CO.C" orbital_gap_ev=9.763 homo_ev=-9.12 e_above_lowest_kj_mol=232.6
C -1.17026 -1.08858 0.13728 -0.031
C -0.14629 -0.48795 -0.79173 -0.485
O 0.21111 -1.02096 -1.82101 0.058
C -0.34281 1.19605 -0.88405 -0.209
O -0.91969 1.83621 0.22076 -0.059
H -2.18153 -0.87924 -0.21274 0.094
H -1.03197 -2.16707 0.18024 0.090
H -1.05320 -0.64966 1.12669 0.076
H 0.63061 1.65161 -1.08471 0.117
H -0.92399 1.30645 -1.80563 0.121
H -1.86411 1.64817 0.23840 0.092
C 1.76646 -0.31528 0.95493 -0.016
H 0.95296 0.36782 0.33815 0.050
H 1.44332 -0.36084 1.99081 0.032
H 1.96022 -1.31225 0.57472 0.040
H 2.66917 0.27551 0.83788 0.029

---

8.
80
Properties=species:S:1:pos:R:3:mulliken_spin:R:1 method="wB97M-V/def2-TZVPD" s_squared=2.010 spin_multiplicity=3 max_force_ev_per_a=4.10 lumo_ha="-0.001 / -0.002" total_energy_ev=-95344.9752 orbital_gap_ev="5.171 / 7.026" homo_ev="-5.20 / -7.07" e_above_lowest_kj_mol=0.0
C -2.37380 -4.19565 2.92658 0.136
C -1.04379 -4.10577 2.44457 0.084
C -0.50184 -2.87717 2.88306 0.137
H -0.53741 -4.84422 1.84504 -0.006
C -1.49218 -2.20314 3.63363 0.077
C -2.64698 -3.02015 3.66056 0.160
H -3.57705 -2.78510 4.15117 0.005
H -3.05347 -5.01577 2.76395 0.003
H 0.48772 -2.50365 2.68566 -0.022
H -1.38161 -1.22876 4.07727 0.002
Pd -2.25346 -2.41987 1.49950 1.129
Si -0.87380 -0.64157 0.37469 0.152
C 0.44685 -1.28710 -0.83112 0.023
C 0.75954 -0.61885 -2.01755 0.003
H 0.26609 0.31923 -2.24287 -0.002
C 1.68524 -1.13035 -2.91749 0.002
H 1.90375 -0.59355 -3.83257 0.000
C 2.33736 -2.32458 -2.64242 0.006
H 3.06212 -2.72428 -3.34029 0.001
C 2.05510 -2.99992 -1.46212 -0.006
H 2.56187 -3.93046 -1.23676 0.000
C 1.11664 -2.48791 -0.57752 -0.003
H 0.88504 -3.04195 0.32386 -0.001
C 0.08129 0.38182 1.66454 -0.008
C 1.46733 0.28939 1.81256 0.014
H 2.03890 -0.31158 1.11620 0.003
C 2.13526 0.96104 2.82908 -0.004
H 3.21121 0.87085 2.91659 0.000
C 1.43168 1.75454 3.72296 0.011
H 1.95027 2.27995 4.51469 0.001
C 0.05267 1.86441 3.59377 -0.007
H -0.50798 2.48397 4.28339 0.000
C -0.60673 1.18189 2.58306 0.017
H -1.68416 1.26987 2.51107 0.004
H -1.56712 0.41047 -0.46819 0.024
Si 1.61338 4.38031 -3.08813 0.000
C 2.20400 4.96277 -1.41981 0.000
C 3.57612 5.08171 -1.18194 0.000
H 4.28527 4.77972 -1.94255 0.000
C 4.04829 5.56770 0.02835 0.000
H 5.11401 5.64830 0.19822 0.000
C 3.15516 5.94342 1.02123 0.000
H 3.52238 6.32038 1.96700 0.000
C 1.78929 5.83183 0.80020 0.000
H 1.08975 6.11914 1.57402 0.000
C 1.31847 5.34739 -0.41059 0.000
H 0.25155 5.25212 -0.56543 0.000
C 2.83174 3.21147 -3.86246 0.000
C 3.32241 2.11412 -3.14945 0.000
H 2.98479 1.93497 -2.13588 0.000
C 4.24010 1.24921 -3.72304 0.000
H 4.60942 0.40201 -3.16010 0.000
C 4.68521 1.46932 -5.02040 0.000
H 5.40263 0.79408 -5.46820 0.000
C 4.20993 2.55489 -5.74098 0.000
H 4.55497 2.72817 -6.75165 0.000
C 3.28885 3.41868 -5.16522 0.000
H 2.92148 4.26117 -5.73864 0.000
H 1.36619 5.50132 -4.02411 0.000
Cl -0.23656 3.44040 -2.83184 0.001
C -1.45341 -4.88290 -0.97241 0.026
C -2.87330 -4.56416 -0.68372 -0.019
N -3.30838 -3.65384 0.21838 0.049
C -4.65005 -3.55949 0.23669 -0.014
C -5.34020 -4.40971 -0.61751 0.002
S -4.18070 -5.30597 -1.44929 0.009
C -5.16843 -2.52670 1.08275 -0.009
C -6.49202 -2.14656 1.25367 0.006
S -6.48559 -0.82236 2.28810 0.011
C -4.80831 -0.80253 2.46415 -0.017
N -4.23653 -1.79858 1.73797 0.028
C -4.10750 0.15591 3.34868 0.012
H -1.25679 -5.95354 -0.75837 -0.001
H -1.23318 -4.67034 -2.03874 -0.001
H -0.80584 -4.26280 -0.34382 -0.013
H -6.41211 -4.46048 -0.75249 0.000
H -7.35963 -2.60082 0.79454 -0.001
H -4.28035 1.19355 2.99575 -0.002
H -4.48811 0.04868 4.38567 -0.001
H -3.04295 -0.06802 3.35284 -0.004